Below is a cluster of 4 separate species, C50H76ClF4N4O5P2S2 in total, with properties calculated with wB97M-V/def2-TZVPD.

Atoms and positions in Å:
C  5.99  -1.95  3.74
C  5.69  -1.38  2.47
C  4.96  -0.95  1.03
C  3.68  0.07  1.38
C  3.68  1.42  0.38
N  2.38  1.49  -0.45
C  1.15  1.60  0.15
P  0.57  1.74  1.96
O  -0.71  2.95  2.15
Cl  2.12  2.50  3.25
C  0.06  1.58  -1.12
C  -1.48  2.05  -0.83
C  -2.60  1.50  -1.90
C  -4.07  1.19  -1.17
S  -5.37  2.53  -1.57
C  -6.47  1.72  -2.84
S  -5.87  1.70  -4.47
N  -7.83  1.12  -2.64
C  -7.83  -0.14  -1.82
C  -7.08  -0.40  -0.38
C  -7.18  -1.82  0.46
C  -8.10  -3.03  -0.16
C  -8.87  -2.82  -1.60
C  -8.74  -1.41  -2.42
C  -8.88  2.11  -2.20
C  -10.24  2.22  -3.18
C  -11.52  3.19  -2.87
C  -11.51  4.11  -1.51
C  -10.18  4.03  -0.55
C  -8.86  3.05  -0.85
C  0.87  2.10  -2.44
C  0.78  3.75  -2.54
O  0.93  4.26  -3.94
C  1.43  5.67  -3.91
F  2.84  5.79  -3.49
F  0.53  6.56  -3.12
F  1.38  6.16  -5.34
P  0.10  1.51  -4.10
N  -0.31  -0.24  -4.06
O  1.28  1.62  -5.42
C  2.35  1.46  -1.99
C  3.43  2.45  -2.78
C  4.91  1.75  -3.01
C  6.27  1.33  -2.90
C  2.62  -0.12  -2.46
O  2.73  -0.50  -3.76
N  2.74  -1.28  -1.45
C  3.72  -2.24  -2.15
O  3.37  -3.35  -2.79
F  5.17  -1.82  -2.12
H  6.05  -2.23  4.89
H  5.79  -0.43  0.39
H  4.51  -1.92  0.51
H  3.85  0.38  2.52
H  2.69  -0.54  1.22
H  3.85  2.42  1.00
H  4.64  1.30  -0.28
H  -0.47  3.58  2.92
H  -0.07  0.40  -1.26
H  -1.79  1.57  0.22
H  -1.56  3.23  -0.69
H  -2.74  2.28  -2.77
H  -2.21  0.50  -2.36
H  -4.50  0.18  -1.62
H  -3.98  1.02  -0.01
H  -6.44  0.45  0.11
H  -6.64  -1.91  1.50
H  -8.17  -4.03  0.47
H  -9.55  -3.67  -2.03
H  -9.33  -1.25  -3.44
H  -10.28  1.53  -4.14
H  -12.43  3.15  -3.63
H  -12.46  4.78  -1.31
H  -10.20  4.69  0.43
H  -7.95  3.00  -0.12
H  1.57  4.30  -1.83
H  -0.28  4.17  -2.18
H  -1.30  -0.42  -4.33
H  -0.04  -0.69  -3.15
H  1.29  0.76  -5.95
H  3.56  3.50  -2.23
H  3.05  2.75  -3.88
H  7.42  1.14  -2.69
H  1.81  -1.77  -1.55
C  5.48  4.05  4.09
C  6.68  3.12  4.20
C  6.46  1.97  5.19
C  6.23  2.41  6.65
C  7.35  3.25  7.25
C  8.68  2.51  7.33
H  5.26  4.54  5.04
H  5.69  4.84  3.36
H  4.60  3.50  3.76
H  7.57  3.69  4.47
H  6.88  2.69  3.21
H  7.31  1.29  5.15
H  5.59  1.39  4.87
H  6.09  1.51  7.26
H  5.29  2.97  6.72
H  7.06  3.55  8.27
H  7.49  4.18  6.69
H  8.58  1.60  7.93
H  9.44  3.14  7.79
H  9.04  2.22  6.34
C  2.77  -5.63  -5.52
C  4.20  -5.30  -5.14
C  5.17  -5.37  -6.32
C  5.30  -6.76  -6.96
C  5.74  -7.87  -6.00
C  7.12  -7.64  -5.41
H  2.67  -6.65  -5.90
H  2.11  -5.54  -4.65
H  2.40  -4.94  -6.29
H  4.53  -5.95  -4.33
H  4.22  -4.28  -4.73
H  6.15  -5.03  -5.99
H  4.84  -4.67  -7.09
H  6.02  -6.70  -7.78
H  4.34  -7.05  -7.41
H  5.75  -8.82  -6.55
H  5.01  -8.00  -5.19
H  7.87  -7.57  -6.21
H  7.40  -8.47  -4.76
H  7.16  -6.72  -4.82
C  -5.15  0.18  4.01
C  -6.26  -0.55  4.76
C  -6.12  -0.43  6.28
C  -4.85  -1.05  6.87
C  -4.65  -2.53  6.56
C  -5.75  -3.41  7.15
H  -4.17  -0.23  4.24
H  -5.31  0.07  2.93
H  -5.15  1.24  4.25
H  -6.28  -1.60  4.46
H  -7.22  -0.13  4.46
H  -7.00  -0.89  6.75
H  -6.15  0.63  6.56
H  -4.86  -0.90  7.96
H  -3.97  -0.49  6.51
H  -3.69  -2.85  6.99
H  -4.58  -2.70  5.48
H  -5.80  -3.30  8.23
H  -5.55  -4.46  6.92
H  -6.73  -3.16  6.73

Calculated values
LUMO level, eV: -5.4880
Energy relative to the best compared isomer or geometry (same formula, charge and spin), eV: 24.755
Net charge: +1
Kohn-Sham gap, Eh: 0.163

Mulliken atomic charge list, values in e, 99 entries: number 1, C, carries -0.474; number 2, C, carries -0.445; number 3, C, carries 0.080; number 4, C, carries -0.268; number 5, C, carries -0.673; number 6, N, carries 0.901; number 7, C, carries -0.271; number 8, P, carries 0.426; number 9, O, carries -0.482; number 10, Cl, carries -0.230; number 11, C, carries -0.094; number 12, C, carries -0.499; number 13, C, carries -0.067; number 14, C, carries -0.655; number 15, S, carries -0.049; number 16, C, carries -0.097; number 17, S, carries -0.119; number 18, N, carries 0.286; number 19, C, carries 0.062; number 20, C, carries 0.192; number 21, C, carries -0.389; number 22, C, carries -0.382; number 23, C, carries -0.389; number 24, C, carries -0.331; number 25, C, carries 0.194; number 26, C, carries -0.265; number 27, C, carries -0.339; number 28, C, carries -0.372; number 29, C, carries -0.503; number 30, C, carries -0.044; number 31, C, carries 0.802; number 32, C, carries -0.960; number 33, O, carries -0.334; number 34, C, carries 0.859; number 35, F, carries -0.218; number 36, F, carries -0.229; number 37, F, carries -0.232; number 38, P, carries 0.197; number 39, N, carries -0.553; number 40, O, carries -0.453; number 41, C, carries 0.004; number 42, C, carries 0.279; number 43, C, carries -0.454; number 44, C, carries -0.704; number 45, C, carries -0.678; number 46, O, carries -0.465; number 47, N, carries 0.257; number 48, C, carries 0.581; number 49, O, carries -0.547; number 50, F, carries -0.228; number 51, H, carries 0.335; number 52, H, carries 0.295; number 53, H, carries 0.121; number 54, H, carries 0.301; number 55, H, carries 0.322; number 56, H, carries 0.335; number 57, H, carries 0.081; number 58, H, carries 0.343; number 59, H, carries 0.088; number 60, H, carries 0.439; number 61, H, carries 0.149; number 62, H, carries 0.404; number 63, H, carries -0.074; number 64, H, carries 0.416; number 65, H, carries 0.144; number 66, H, carries 0.229; number 67, H, carries 0.160; number 68, H, carries 0.282; number 69, H, carries 0.290; number 70, H, carries 0.258; number 71, H, carries 0.237; number 72, H, carries 0.281; number 73, H, carries 0.298; number 74, H, carries 0.248; number 75, H, carries 0.219; number 76, H, carries 0.342; number 77, H, carries 0.386; number 78, H, carries 0.328; number 79, H, carries 0.218; number 80, H, carries 0.314; number 81, H, carries 0.409; number 82, H, carries 0.410; number 83, H, carries 0.357; number 84, H, carries 0.341; number 85, C, carries -0.615; number 86, C, carries -0.555; number 87, C, carries -0.150; number 88, C, carries -0.826; number 89, C, carries -0.428; number 90, C, carries -1.176; number 91, H, carries 0.367; number 92, H, carries 0.363; number 93, H, carries -0.266; number 94, H, carries 0.313; number 95, H, carries 0.337; number 96, H, carries 0.346; number 97, H, carries 0.071; number 98, H, carries 0.400; number 99, H, carries 0.297